1.
Entry from OMol25: a 2-piece molecular cluster, CH2N2OS overall in a non-equilibrium geometry (ωB97M-V with the def2-TZVPD basis set).

Atoms and positions in Å:
S  -2.3080  0.4593  -0.4379
O  1.3713  -0.7729  -0.8883
N  0.6830  -1.7105  -0.5797
N  -0.0301  1.3177  0.6602
C  -1.1552  1.2619  0.1963
H  1.2165  -2.6265  -0.2913
H  0.2225  2.0709  1.3408

## Properties
Total charge: 0
Energy relative to the best compared isomer or geometry (same formula, charge and spin) in kcal/mol: 41.9
SMILES: N=C=S.N=O
E_tot in eV: -16928.4972

=====

2.
Entry from OMol25: CH2N2OS2 in the gas phase in a non-equilibrium geometry (ωB97M-V with the def2-TZVPD basis set).

Atoms and positions in Å:
S  -0.7395  -0.3057  1.6611
S  0.3580  -0.3710  -1.2115
O  1.7619  -0.2660  -0.8150
N  -0.5337  -1.0566  0.2017
N  -0.4033  1.1170  1.6215
C  -0.2580  1.1803  -0.8555
H  -0.8705  -2.0146  0.0084
H  0.6851  1.7166  -0.6108

## Properties
Total charge: 0
Energy relative to the best compared isomer or geometry (same formula, charge and spin) in kcal/mol: 131.4
E_tot in eV: -27760.5912

=====

3.
Entry from OMol25: a 2-piece molecular cluster, CH2N2OS2 overall in a non-equilibrium geometry (ωB97M-V with the def2-TZVPD basis set).

Atoms and positions in Å:
S  -0.3293  -2.7921  1.6118
S  0.6108  -1.6679  0.2812
O  -1.3913  -3.5946  1.0122
N  0.5575  2.1879  1.1718
N  0.4013  1.7708  0.1315
C  0.0781  1.4844  -1.0369
H  0.4211  0.5130  -1.3932
H  -0.3481  2.0984  -1.7786

## Properties
Total charge: 0
Energy relative to the best compared isomer or geometry (same formula, charge and spin) in kcal/mol: 45.3
E_tot in eV: -27764.3235

=====

Copy entry 3 word for word.
Entry from OMol25: a 2-piece molecular cluster, CH2N2OS2 overall in a non-equilibrium geometry (ωB97M-V with the def2-TZVPD basis set).

Atoms and positions in Å:
S  -0.3293  -2.7921  1.6118
S  0.6108  -1.6679  0.2812
O  -1.3913  -3.5946  1.0122
N  0.5575  2.1879  1.1718
N  0.4013  1.7708  0.1315
C  0.0781  1.4844  -1.0369
H  0.4211  0.5130  -1.3932
H  -0.3481  2.0984  -1.7786

## Properties
Total charge: 0
Energy relative to the best compared isomer or geometry (same formula, charge and spin) in kcal/mol: 45.3
E_tot in eV: -27764.3235